A molecular structure, C58H56FGeN2O3P3Rb, computed with ωB97M-V/def2-TZVPD.

```
! wB97M-V def2-TZVPD RIJCOSX def2/J DEFGRID3
* xyz 1 1
C 3.351 2.401 6.062
H -4.914 0.558 -3.209
C -0.063 3.521 3.438
H -2.227 -5.744 -0.544
C 4.755 0.382 -0.284
H -4.965 3.291 -0.419
H -0.873 -2.762 5.274
C 4.016 -0.127 0.773
C 2.789 3.187 -4.875
C -1.754 5.215 -2.266
C -1.584 1.092 -3.616
C -1.221 -1.428 3.638
C -5.661 0.213 0.803
C -3.957 0.621 -3.712
H 3.985 -5.358 3.546
C 1.708 0.969 5.059
H 0.210 -5.539 -0.714
C 3.054 2.023 -0.680
P -1.556 0.308 1.411
H -2.925 1.203 -1.935
C -1.170 -4.565 -3.649
C -4.381 -0.170 1.187
H 3.691 2.998 6.897
H -2.689 -5.860 -2.862
H 4.102 2.211 -6.262
H -2.539 0.264 -6.762
C -1.494 0.832 -4.978
H 5.038 -1.597 -3.067
H 3.710 -1.222 4.586
H 4.843 1.853 -1.845
N -2.047 -3.389 -3.759
F 1.766 4.096 1.298
H -0.417 -4.450 0.313
C -3.301 0.683 0.983
H -6.877 1.751 -0.067
C 1.194 1.780 -3.731
H -6.492 -0.460 0.970
H -2.393 -0.986 -1.596
H -4.233 -1.135 1.654
C -2.097 -3.656 2.254
C 2.757 0.829 -5.316
H 0.748 0.467 5.110
H -2.469 -4.520 1.717
C 2.184 -2.896 2.078
H 4.398 -0.965 1.344
H -0.662 4.346 5.319
C 3.582 -4.371 3.361
C -0.843 3.573 4.584
H 3.994 -0.613 -3.614
O 4.188 -1.191 -2.867
H -2.700 2.613 0.235
C -0.238 3.536 -0.600
H 4.604 -3.463 5.012
C 2.543 -1.809 2.881
C 1.733 0.675 -4.393
H -2.371 -2.335 0.590
C 4.119 2.321 4.908
H -1.737 6.597 -0.620
H -0.174 -4.213 -3.375
C 2.708 -4.158 2.304
C -2.624 0.455 -5.700
Ge 0.792 2.685 0.846
C -1.649 -1.279 2.319
C -1.679 -5.534 -2.592
C -2.830 0.983 -2.994
H -1.077 -5.097 -4.600
H 1.482 -2.790 1.259
H 1.533 1.793 7.028
H -1.614 3.646 -3.704
H 5.707 -0.065 -0.538
C -0.592 3.118 -1.892
O 2.316 -3.461 -1.557
P 1.796 -0.159 2.557
H -2.337 5.854 -2.916
C 2.143 1.723 6.137
C -1.277 1.578 2.694
H -0.401 5.150 0.818
C -2.076 1.660 3.831
P -0.153 1.459 -2.533
Rb 0.927 -1.188 -0.666
H 2.423 -4.980 1.658
C -1.341 3.971 -2.707
C 3.297 2.088 -5.550
C -3.854 0.346 -5.072
C -5.878 1.453 0.223
C -1.710 -5.002 -1.165
C 3.688 1.556 3.834
H -1.681 -4.756 4.051
C -2.063 -2.418 1.625
H 5.055 2.859 4.841
C -0.274 2.528 2.480
C -0.665 4.800 -0.173
C 1.734 3.037 -3.983
H -1.789 -2.820 -4.558
H 1.333 3.908 -3.481
H -4.732 0.063 -5.638
H -2.483 2.699 5.660
H -1.821 -2.232 -2.308
H -1.058 -6.435 -2.625
C 3.420 -2.039 3.939
N -0.360 -4.699 -0.669
C 2.482 0.864 3.904
C 2.295 1.521 0.379
O -1.647 -1.596 -1.564
H 0.718 4.254 3.289
C 2.247 -3.328 -2.674
H -2.297 -4.083 -1.119
H 2.697 2.877 -1.246
C -1.665 -3.789 3.566
H 3.124 -0.032 -5.864
C 2.789 0.437 1.123
C -1.418 5.630 -0.987
C 4.273 1.456 -1.016
C 3.930 -3.309 4.181
H 1.328 -0.316 -4.209
H 3.202 4.171 -5.054
C -4.807 2.317 0.026
H 4.292 1.509 2.937
C -1.858 2.648 4.778
C -1.218 -2.671 4.252
H -0.548 0.931 -5.494
H -2.880 0.946 3.972
H -3.006 -3.682 -3.918
C -3.530 1.931 0.397
H -0.881 -0.565 4.193
*
```

For the energy relative to the best compared isomer or geometry (same formula, charge and spin), the calculation gives 0.0 kcal/mol. The value obtained for the LUMO energy is -1.65 eV. The value obtained for the HOMO-LUMO gap is 8.5 eV.